C31H85AgFO28P5 as an isolated structure, computed with ωB97M-V/def2-TZVPD.

```
! RIJCOSX wB97M-V def2-TZVPD def2/J DEFGRID3
* xyz 0 1
Ag 0.231 -0.279 0.261
F -0.451 2.015 0.522
C -2.569 2.536 7.812
O -1.337 2.019 7.447
P -1.178 0.905 6.293
O -1.621 -0.450 6.648
O 0.386 0.926 5.909
C 1.323 0.620 6.907
O -1.875 1.523 5.010
C -1.466 2.769 4.465
H -2.814 3.549 7.492
H -2.579 2.518 8.902
H -3.380 1.859 7.543
H 2.116 1.345 6.724
H 1.762 -0.351 6.678
H 0.925 0.640 7.921
H -2.269 3.397 4.080
H -0.863 2.619 3.569
H -0.761 3.257 5.139
C 5.289 -0.996 -0.923
O 6.217 -1.508 -1.804
P 7.693 -0.893 -2.115
O 8.663 -0.931 -0.961
O 8.247 -1.606 -3.452
C 9.502 -2.277 -3.445
O 7.344 0.584 -2.693
C 6.335 0.869 -3.616
H 5.288 0.092 -0.859
H 5.770 -1.370 -0.019
H 4.272 -1.365 -1.056
H 9.378 -3.359 -3.405
H 10.208 -1.925 -2.694
H 10.006 -2.047 -4.384
H 5.628 0.050 -3.751
H 6.770 1.093 -4.589
H 5.634 1.636 -3.288
C 5.615 -0.095 3.419
O 4.747 -0.443 2.371
P 3.214 0.158 2.311
O 2.490 -0.146 1.044
O 2.413 -0.384 3.632
C 2.463 -1.778 3.919
O 3.364 1.726 2.670
C 2.233 2.567 2.770
H 5.977 -1.001 3.905
H 5.059 0.447 4.184
H 6.383 0.545 2.985
H 3.009 -2.360 3.177
H 1.449 -2.165 4.015
H 2.864 -1.894 4.926
H 2.114 3.099 1.827
H 2.193 3.258 3.612
H 1.316 1.980 2.828
C 0.698 2.812 -3.010
O 1.533 1.900 -3.621
P 2.270 0.657 -2.822
O 1.407 -0.114 -1.920
O 3.039 -0.304 -3.946
C 2.331 -1.411 -4.520
O 3.550 1.307 -2.064
C 3.369 2.259 -1.047
H 0.353 2.599 -1.998
H -0.219 2.812 -3.599
H 1.058 3.841 -2.998
H 1.283 -1.440 -4.222
H 2.748 -2.341 -4.135
H 2.433 -1.448 -5.605
H 4.004 1.985 -0.204
H 2.342 2.185 -0.690
H 3.649 3.210 -1.499
C -1.549 -0.600 -8.569
O -0.836 -1.609 -7.898
P -1.260 -1.994 -6.347
O -0.374 -2.983 -5.685
O -1.489 -0.559 -5.529
C -0.445 0.233 -5.176
O -2.760 -2.562 -6.607
C -2.908 -3.945 -6.995
H -2.105 -1.005 -9.414
H -0.819 0.098 -8.979
H -2.232 -0.008 -7.960
H 0.488 0.033 -5.703
H -0.350 0.150 -4.093
H -0.698 1.290 -5.261
H -3.477 -4.488 -6.240
H -1.916 -4.386 -7.097
H -3.447 -4.010 -7.940
C 4.195 -5.524 1.597
O 2.964 -5.019 1.064
C 3.039 -3.850 0.277
C 1.744 -3.161 -0.084
O 0.966 -2.775 1.019
C 0.472 -3.713 1.984
H 4.829 -5.780 0.748
H 4.061 -6.458 2.143
H 4.712 -4.834 2.263
H 3.416 -4.184 -0.690
H 3.670 -3.110 0.768
H 1.053 -3.624 -0.788
H 1.969 -2.195 -0.536
H 1.277 -4.204 2.531
H -0.137 -4.449 1.459
H -0.131 -3.192 2.728
C -3.071 3.031 -1.882
O -4.266 3.862 -2.018
C -5.395 3.182 -1.720
C -6.539 4.123 -1.830
O -7.843 3.564 -1.554
C -8.305 2.742 -2.580
H -3.171 2.084 -2.411
H -2.806 2.856 -0.839
H -2.231 3.582 -2.304
H -5.350 2.731 -0.728
H -5.461 2.350 -2.420
H -6.459 4.652 -2.780
H -6.366 4.976 -1.174
H -7.618 1.949 -2.874
H -8.574 3.225 -3.520
H -9.224 2.228 -2.298
C -4.440 2.402 1.901
O -5.531 1.497 1.939
C -6.610 1.891 2.821
C -6.237 2.128 4.330
O -6.025 0.948 5.096
C -5.086 -0.031 4.672
H -3.851 2.358 2.818
H -4.744 3.438 1.756
H -3.755 2.138 1.096
H -7.434 1.177 2.828
H -6.945 2.864 2.461
H -7.075 2.655 4.788
H -5.372 2.756 4.543
H -4.772 -0.605 5.544
H -4.233 0.429 4.173
H -5.465 -0.644 3.854
C -1.236 -0.600 2.949
O -1.279 -1.285 1.737
C -2.476 -0.908 0.994
C -2.585 -1.867 -0.249
O -1.441 -1.779 -1.064
C -1.458 -2.535 -2.249
H -1.369 0.473 2.812
H -0.206 -0.747 3.275
H -1.925 -0.939 3.723
H -2.369 0.093 0.576
H -3.482 -0.922 1.412
H -3.443 -1.641 -0.882
H -2.748 -2.866 0.156
H -2.328 -2.309 -2.865
H -1.304 -3.610 -2.162
H -0.594 -2.169 -2.804
*
```

Computed properties:
- E_HOMO (eV) = -8.23
- E (eV) = -144019.7356
- LUMO energy (eV) = 0.5
- M (g/mol) = 1187.73